[1]
The following is a quantum chemistry calculation of the molecule C3H9N in a non-equilibrium geometry, from OMol25.

## Properties
Kohn-Sham gap (eV): 9.686
HOMO (eV): -8.47
Multiplicity: 1
LUMO energy (eV): 1.2194
Relative energy (zero: lowest compared OMol25 entry of this formula, charge and spin) (eV): 0.848
DFT total energy (Ha): -174.4219
Charge: 0

Structure (XYZ):
```
13
C3H9N (the ωB97M-V functional and the def2-TZVPD basis)
C -0.679 -0.115 -1.546
C -0.843 0.486 -0.139
N -0.164 -0.285 0.953
C 1.230 -0.059 1.229
H -1.235 0.451 -2.230
H 0.420 -0.140 -1.706
H -1.039 -1.167 -1.544
H -0.382 1.529 -0.051
H -1.902 0.689 0.178
H -0.339 -1.322 0.870
H 1.916 -0.169 0.302
H 1.488 0.932 1.692
H 1.528 -0.829 1.992
```


[2]
The following is a quantum chemistry calculation of a cluster of 2 separate species, C9H10N in total in a non-equilibrium geometry, from OMol25.

## Properties
Kohn-Sham gap (spin up / spin down) (eV): 7.341 / 7.343
HOMO (spin up / spin down) (eV): -13.00 / -13.00
Multiplicity: 1
LUMO energy (spin up / spin down) (eV): -5.6567 / -5.6560
Relative energy (zero: lowest compared OMol25 entry of this formula, charge and spin) (eV): 7.860
DFT total energy (Ha): -403.1519
Charge: +1

Structure (XYZ):
```
20
C9H10N (the ωB97M-V functional and the def2-TZVPD basis)
C -1.710 -1.098 -1.644
C -1.567 -2.358 -2.029
C -0.439 -2.953 -1.384
C 0.178 -2.111 -0.433
C -0.269 -0.791 -0.448
C -0.366 2.264 0.415
C 1.017 2.223 -0.097
C 0.450 1.198 0.851
C 0.889 0.759 2.161
N -1.230 -0.079 -1.086
H -2.233 -3.027 -2.599
H -0.225 -4.021 -1.452
H 1.003 -2.440 0.215
H -0.551 2.997 1.122
H -1.093 2.209 -0.470
H 1.102 2.214 -1.086
H 1.687 2.972 0.358
H 0.940 1.647 2.767
H 2.033 0.369 2.135
H 0.384 0.023 2.704
```


[3]
The following is a quantum chemistry calculation of a cluster of 2 separate species, C6H12O in total in a non-equilibrium geometry, from OMol25.

## Properties
Kohn-Sham gap (spin up / spin down) (eV): 2.665 / 8.795
HOMO (spin up / spin down) (eV): 1.18 / -4.92
Multiplicity: 2
<S²>: 0.75
LUMO energy (spin up / spin down) (eV): 3.8475 / 3.8708
Relative energy (zero: lowest compared OMol25 entry of this formula, charge and spin) (eV): 1.823
DFT total energy (Ha): -310.9365
Charge: -1

Structure (XYZ):
```
19
C6H12O (the ωB97M-V functional and the def2-TZVPD basis)
C -0.774 -1.154 1.728
C 0.188 -0.587 0.739
C 1.128 -1.388 0.169
C 0.411 0.871 0.810
C -0.086 1.691 -0.415
C 0.644 2.492 -1.177
H -0.793 -2.231 1.593
H -0.516 -0.840 2.747
H -1.758 -0.682 1.587
H 0.996 -2.459 0.251
H 2.052 -0.949 -0.192
H 1.434 1.262 0.982
H -0.147 1.384 1.598
H -1.110 1.379 -0.580
H 1.705 2.562 -0.963
H 0.230 3.097 -1.970
H -1.464 -1.836 -2.930
H -0.918 -0.850 -1.967
O -1.224 -1.760 -2.010
```


[4]
The following is a quantum chemistry calculation of a structure of composition C3H9NO3 in a non-equilibrium geometry, from OMol25.

## Properties
Kohn-Sham gap (eV): 9.488
HOMO (eV): -9.29
Multiplicity: 1
LUMO energy (eV): 0.1964
Relative energy (zero: lowest compared OMol25 entry of this formula, charge and spin) (eV): 2.106
DFT total energy (Ha): -400.1441
Charge: 0

Structure (XYZ):
```
16
C3H9NO3 (the ωB97M-V functional and the def2-TZVPD basis)
H -1.569 -0.573 0.871
O -1.245 -0.002 1.971
O -1.834 -0.902 -0.211
H -0.310 0.001 2.200
H -1.657 0.887 2.030
C -0.993 -0.477 -1.147
O -1.125 -0.892 -2.282
C -0.087 0.784 -1.037
H 0.396 0.962 -1.980
N 0.875 0.698 0.142
H 1.596 1.424 -0.031
H -0.802 1.641 -0.837
C 1.532 -0.633 0.094
H 2.578 -0.647 -0.253
H 1.555 -0.977 1.117
H 1.091 -1.293 -0.646
```


[5]
The following is a quantum chemistry calculation of the ion C8H13N3 with charge +2 in a non-equilibrium geometry, from OMol25.

## Properties
Kohn-Sham gap (spin up / spin down) (eV): 7.381 / 7.380
HOMO (spin up / spin down) (eV): -16.44 / -16.44
Multiplicity: 1
LUMO energy (spin up / spin down) (eV): -9.0589 / -9.0591
Relative energy (zero: lowest compared OMol25 entry of this formula, charge and spin) (eV): 3.398
DFT total energy (Ha): -476.0588
Charge: +2

Structure (XYZ):
```
24
C8H13N3 (the ωB97M-V functional and the def2-TZVPD basis)
C 0.744 -1.588 -0.795
C 1.659 -1.790 0.240
C -1.672 1.441 1.083
C 0.739 0.137 0.907
C -1.858 0.270 0.216
C 0.426 -0.017 -0.565
C 2.457 -0.720 2.351
C -1.064 1.626 -1.720
N -2.038 2.218 1.859
N 1.617 -0.810 1.203
N -0.972 0.350 -1.068
H 0.555 -2.247 -1.571
H 2.249 -2.654 0.444
H -1.571 -0.563 0.815
H -2.885 0.116 -0.121
H 1.082 0.728 -0.963
H 2.127 -1.443 3.149
H 2.530 0.297 2.684
H 3.420 -1.129 2.212
H -2.028 1.759 -2.192
H -0.831 2.290 -0.888
H -0.409 1.600 -2.521
H -1.925 2.902 2.535
H -1.213 -0.366 -1.699
```